# 1
Molecular formula: C4H7BaO2
Method: DFT, the ωB97M-V functional and the def2-TZVPD basis

Summary:
Largest force on an atom: 0.0291 hartree/bohr
Charge: +1
HOMO-LUMO gap: 7.4924 eV

CARTESIAN COORDINATES (ANGSTROEM)
C -1.15378 0.17324 -0.20289
C -0.02261 -0.47970 0.13107
C 1.24248 0.12398 -0.17589
O 2.31954 -0.47140 -0.03797
Ba 5.33145 -0.23428 -0.23465
H -1.09092 1.18696 -0.61427
H -0.03022 -1.45966 0.61288
H 1.23405 1.13797 -0.61460
H 6.89899 1.01260 0.20589
O -3.48529 0.58234 0.26423
C -2.53072 -0.39224 -0.07561
H -2.53664 -1.24058 0.62653
H -3.36254 0.84761 1.18070
H -2.81379 -0.78683 -1.06542

Löwdin population analysis, charges in e, atoms 1 to 4: -0.02 -0.06 -0.26 -0.17



# 2
Molecular formula: C2H5N2
Method: DFT, the ωB97M-V functional and the def2-TZVPD basis

Summary:
Largest force on an atom: 0.0823 hartree/bohr
Charge: +1
HOMO-LUMO gap: 11.9564 eV

CARTESIAN COORDINATES (ANGSTROEM)
C -0.69385 0.84658 0.00497
C 0.55477 -0.66322 0.05782
N 0.65277 0.79026 -0.03008
N -0.87040 -0.44553 0.01597
H -1.45552 1.69576 0.07834
H 0.97383 -1.22312 -0.91483
H 0.97786 -1.23614 0.90254
H 1.54592 1.33316 -0.03328
H -1.68537 -1.09775 -0.08145

Löwdin population analysis, charges in e, atoms 1 to 4: -0.04 -0.11 0.11 0.09